Entry 1:
{"formula": "C11H19F6N3O8RhS2", "method": "ωB97M-V/def2-TZVPD", "e_lumo_ha": [-0.1928, -0.1929], "homo_ev": [-11.45, -11.45], "relative_energy_ev": 1.836, "molar_mass_g_mol": 602.3, "multiplicity": 1, "charge": 1, "homo_lumo_gap_ha": [0.228, 0.228], "elements": ["Rh", "C", "N", "C", "C", "O", "C", "O", "C", "C", "O", "N", "C", "C", "H", "H", "H", "H", "H", "H", "H", "H", "H", "H", "H", "H", "H", "H", "H", "H", "F", "C", "F", "F", "S", "O", "O", "N", "S", "O", "O", "C", "F", "F", "F", "C", "O", "H", "H", "H"], "coordinates": [[0.452, -0.310, 0.059], [-3.841, 1.348, 0.116], [-3.350, 0.357, 1.050], [-4.332, -0.244, 1.926], [-2.018, -0.092, 1.090], [-1.344, 0.334, -0.072], [-1.199, 0.486, 2.239], [0.182, 0.014, 2.039], [1.162, 0.981, 2.444], [1.407, 1.922, 1.282], [0.820, 1.650, 0.194], [2.181, 2.967, 1.408], [2.860, 3.264, 2.673], [2.506, 3.812, 0.256], [-4.177, 2.251, 0.635], [-3.071, 1.622, -0.597], [-4.689, 0.946, -0.445], [-4.846, 0.522, 2.514], [-5.090, -0.793, 1.357], [-3.856, -0.940, 2.614], [-1.216, 1.573, 2.161], [-1.537, 0.150, 3.218], [0.796, 1.512, 3.323], [2.077, 0.451, 2.703], [2.161, 3.254, 3.507], [3.665, 2.551, 2.853], [3.283, 4.261, 2.602], [2.047, 3.405, -0.638], [2.134, 4.820, 0.434], [3.588, 3.840, 0.138], [4.822, 1.113, -1.168], [4.828, -0.216, -1.231], [5.025, -0.610, -2.470], [5.753, -0.702, -0.430], [3.169, -0.774, -0.643], [2.148, -0.264, -1.573], [2.993, -0.231, 0.695], [3.280, -2.333, -0.696], [1.907, -3.117, -0.567], [0.951, -2.360, 0.287], [2.098, -4.479, -0.244], [1.092, -3.078, -2.265], [1.972, -2.755, -3.192], [0.100, -2.180, -2.261], [0.590, -4.269, -2.507], [-2.531, -2.267, 0.247], [-1.870, -1.478, 1.243], [-3.539, -2.523, 0.573], [-1.947, -3.176, 0.132], [-2.582, -1.736, -0.704]]}

---

Entry 2:
{"formula": "C3H8N2O2", "method": "ωB97M-V/def2-TZVPD", "e_lumo_ha": 0.0330, "homo_ev": -9.19, "smiles": "CON(N)C(C)=O", "relative_energy_ev": 3.470, "molar_mass_g_mol": 104.1, "multiplicity": 1, "charge": 0, "homo_lumo_gap_ha": 0.371, "elements": ["C", "O", "N", "N", "C", "C", "O", "H", "H", "H", "H", "H", "H", "H", "H"], "coordinates": [[1.348, 1.384, 0.077], [0.206, 0.732, 0.610], [0.174, -0.602, 0.214], [1.077, -1.439, 0.861], [-1.077, -1.168, -0.372], [-2.073, -0.118, -0.731], [-1.145, -2.359, -0.500], [1.374, 1.291, -1.014], [2.263, 0.963, 0.503], [1.247, 2.431, 0.363], [1.557, -2.011, 0.172], [0.605, -2.062, 1.513], [-1.610, 0.646, -1.350], [-2.906, -0.573, -1.263], [-2.429, 0.359, 0.180]]}

---

Entry 3:
{"formula": "C11H21N3O4", "method": "ωB97M-V/def2-TZVPD", "e_lumo_ha": 0.0207, "homo_ev": -9.31, "smiles": "CC(C)C[C@H](NC(=O)[C@@H](N)CCC(N)=O)C(=O)O", "relative_energy_ev": 0.000, "molar_mass_g_mol": 259.3, "multiplicity": 1, "charge": 0, "homo_lumo_gap_ha": 0.363, "elements": ["C", "C", "C", "C", "C", "N", "C", "O", "C", "N", "C", "C", "C", "N", "O", "C", "O", "O", "H", "H", "H", "H", "H", "H", "H", "H", "H", "H", "H", "H", "H", "H", "H", "H", "H", "H", "H", "H", "H"], "coordinates": [[4.310, 0.882, 0.573], [3.018, 1.452, 0.002], [2.829, 2.894, 0.494], [1.796, 0.591, 0.372], [1.409, -0.503, -0.647], [0.268, -1.262, -0.188], [-0.982, -0.792, -0.287], [-1.244, 0.289, -0.783], [-2.064, -1.767, 0.235], [-1.489, -2.574, 1.307], [-3.349, -1.004, 0.585], [-4.167, -0.571, -0.659], [-4.738, 0.832, -0.539], [-3.788, 1.798, -0.481], [-5.934, 1.060, -0.489], [2.535, -1.488, -0.890], [2.704, -2.505, -0.254], [3.353, -1.099, -1.875], [4.475, -0.161, 0.270], [4.320, 0.914, 1.716], [5.170, 1.474, 0.239], [3.109, 1.480, -1.109], [1.942, 3.385, 0.056], [2.709, 2.888, 1.578], [3.694, 3.507, 0.265], [0.920, 1.191, 0.425], [1.947, 0.119, 1.326], [1.181, -0.013, -1.605], [0.389, -2.127, 0.307], [-2.310, -2.431, -0.603], [-2.086, -3.363, 1.503], [-1.472, -2.026, 2.153], [-3.956, -1.649, 1.213], [-3.101, -0.142, 1.186], [-5.008, -1.267, -0.824], [-3.539, -0.612, -1.534], [-4.096, 2.783, -0.468], [-2.823, 1.576, -0.641], [4.070, -1.760, -1.930]]}